No. 1
The following is a quantum chemistry calculation of 7 unconnected molecules or ions with the total composition C42H105N7, from the OMol25 dataset.

Last column: Mulliken charge in e.
Geometry (Å):
C (-9.48705, 1.82685, 2.40241)  -0.989
C (-8.58666, 1.97110, 3.62106)  -0.740
N (-8.17952, 0.70008, 4.27934)  0.017
C (-7.42783, -0.17692, 3.32582)  -0.401
C (-6.59827, -1.23745, 4.00815)  -1.389
C (-9.25115, 0.02329, 4.94422)  -0.294
C (-10.04935, 0.78147, 6.00520)  -1.436
H (-9.54873, 2.72301, 1.78500)  0.397
H (-10.49678, 1.61796, 2.75586)  0.246
H (-9.26700, 1.04826, 1.67202)  0.277
H (-7.65098, 2.49152, 3.41670)  0.400
H (-8.97688, 2.66017, 4.37007)  0.411
H (-8.13369, -0.47943, 2.55228)  0.262
H (-6.75189, 0.46473, 2.76058)  0.395
H (-7.28323, -2.03205, 4.30400)  0.335
H (-5.89443, -1.77671, 3.37418)  0.405
H (-6.08807, -0.94884, 4.92712)  0.348
H (-8.85121, -0.85021, 5.45916)  0.374
H (-10.02916, -0.40995, 4.31564)  0.325
H (-10.57092, 0.05133, 6.62404)  0.424
H (-10.72367, 1.49605, 5.53321)  0.281
H (-9.37750, 1.32587, 6.66878)  0.352
C (1.13866, -2.58600, 6.34104)  -1.442
C (2.51708, -2.37639, 6.94216)  -0.297
N (2.47653, -1.21242, 7.89050)  -0.064
C (3.71467, -1.11018, 8.71901)  -0.416
C (3.95924, -2.47298, 9.46402)  -1.299
C (2.10105, 0.07605, 7.23902)  -0.668
C (2.99728, 0.51845, 6.11539)  -1.003
H (0.34792, -2.50392, 7.08675)  0.328
H (1.11445, -3.59656, 5.93328)  0.454
H (0.99094, -1.88739, 5.51750)  0.261
H (2.58765, -3.30855, 7.50270)  0.407
H (3.31883, -2.26768, 6.21176)  0.319
H (4.47130, -0.85899, 7.97571)  0.350
H (3.64180, -0.30433, 9.44935)  0.350
H (4.69185, -2.35886, 10.26300)  0.394
H (3.02578, -2.72132, 9.96907)  0.361
H (4.25911, -3.34112, 8.87708)  0.305
H (1.99376, 0.77413, 8.06925)  0.396
H (1.09670, -0.00092, 6.82255)  0.326
H (2.52406, 1.33405, 5.56862)  0.398
H (3.07115, -0.25577, 5.35170)  0.244
H (4.00521, 0.82867, 6.39101)  0.295
C (1.99899, 8.34555, -3.13799)  -1.331
C (1.61921, 9.36416, -2.06209)  -0.538
N (2.61303, 9.59762, -1.04489)  0.132
C (2.96733, 8.34689, -0.36067)  -0.757
C (1.82752, 7.70303, 0.49605)  -1.049
C (2.44494, 10.83840, -0.25372)  -0.478
C (3.81024, 11.30601, 0.30335)  -1.287
H (1.63597, 7.32915, -2.98553)  0.259
H (3.07056, 8.37161, -3.33588)  0.363
H (1.51349, 8.55542, -4.09107)  0.397
H (1.42923, 10.32361, -2.54320)  0.462
H (0.66250, 9.06505, -1.63393)  0.350
H (3.33623, 7.58887, -1.05163)  0.368
H (3.84286, 8.49618, 0.27120)  0.384
H (1.54423, 8.31944, 1.34921)  0.274
H (1.04315, 7.31149, -0.15169)  0.288
H (2.28627, 6.83214, 0.96422)  0.397
H (1.49428, 10.80954, 0.27874)  0.436
H (2.30861, 11.63870, -0.98108)  0.297
H (4.55135, 11.09776, -0.46833)  0.333
H (4.12990, 10.82585, 1.22821)  0.283
H (3.83523, 12.38309, 0.46879)  0.415
C (1.21468, -5.67993, 1.24199)  -1.127
C (2.12999, -6.89640, 1.59853)  -0.403
N (3.23641, -7.17727, 0.72879)  -0.081
C (2.81420, -7.76676, -0.52248)  -0.364
C (3.89852, -7.77192, -1.56563)  -1.378
C (4.21193, -8.14634, 1.34335)  -0.380
C (4.67972, -7.72674, 2.75855)  -1.480
H (0.23868, -5.57622, 1.71612)  0.336
H (1.02183, -5.63529, 0.17011)  0.303
H (1.73402, -4.75625, 1.49730)  0.307
H (2.65876, -6.52808, 2.47765)  0.248
H (1.60289, -7.81051, 1.87179)  0.379
H (2.01185, -7.10079, -0.84002)  0.305
H (2.31549, -8.72990, -0.41415)  0.379
H (3.44825, -7.99815, -2.53216)  0.434
H (4.70964, -8.47583, -1.37935)  0.297
H (4.39173, -6.79991, -1.57096)  0.341
H (3.82410, -9.16431, 1.30581)  0.417
H (5.15637, -8.27476, 0.81453)  0.347
H (4.85744, -6.65132, 2.75750)  0.397
H (4.00016, -8.16523, 3.48932)  0.313
H (5.63473, -8.16965, 3.04117)  0.411
C (-5.24362, -5.42981, -4.19474)  -1.229
C (-6.56383, -4.69193, -4.58974)  -0.407
N (-6.46666, -4.08955, -5.89244)  0.080
C (-7.81618, -3.58949, -6.39596)  -0.389
C (-7.89148, -3.31717, -7.83172)  -1.346
C (-5.32713, -3.19367, -6.26712)  -0.910
C (-5.15728, -1.96597, -5.25949)  -0.964
H (-5.28794, -5.88074, -3.20337)  0.380
H (-4.36707, -4.80017, -4.34744)  0.286
H (-5.29512, -6.29230, -4.85924)  0.309
H (-7.42888, -5.35322, -4.63961)  0.411
H (-6.80806, -4.01934, -3.76750)  0.340
H (-8.59104, -4.32425, -6.17731)  0.386
H (-8.13851, -2.66367, -5.91944)  0.235
H (-7.80632, -4.25697, -8.37728)  0.291
H (-8.89904, -2.95935, -8.04359)  0.403
H (-7.26389, -2.48569, -8.15246)  0.373
H (-5.25582, -2.90682, -7.31627)  0.389
H (-4.53827, -3.94320, -6.33045)  0.448
H (-6.13975, -1.52537, -5.09002)  0.268
H (-4.42530, -1.20166, -5.52054)  0.382
H (-4.96615, -2.27740, -4.23256)  0.265
C (-4.18700, 2.92250, -1.15409)  -1.259
C (-3.14083, 1.84659, -1.44001)  -0.369
N (-1.80280, 2.11442, -0.96679)  0.091
C (-1.64477, 2.21053, 0.47927)  -0.678
C (-1.64993, 0.90766, 1.32724)  -1.025
C (-0.76347, 1.33618, -1.67627)  -0.335
C (0.61761, 1.94018, -1.62735)  -1.370
H (-4.24446, 2.99674, -0.06815)  0.254
H (-5.12151, 2.57355, -1.59344)  0.385
H (-3.83086, 3.92663, -1.38426)  0.345
H (-3.58470, 0.92636, -1.06022)  0.273
H (-3.05953, 1.71894, -2.51945)  0.373
H (-0.69192, 2.73326, 0.56253)  0.340
H (-2.40785, 2.80550, 0.98109)  0.368
H (-2.63549, 0.47119, 1.16520)  0.239
H (-0.91245, 0.15935, 1.03696)  0.292
H (-1.67262, 1.20668, 2.37518)  0.386
H (-0.91384, 1.22434, -2.75004)  0.430
H (-0.71372, 0.38574, -1.14495)  0.217
H (1.24013, 1.49027, -2.40075)  0.424
H (1.08767, 1.73315, -0.66595)  0.291
H (0.66242, 3.01704, -1.79004)  0.330
C (7.00879, 1.72018, -3.44917)  -1.146
C (7.22732, 0.39022, -4.20882)  -0.721
N (8.38571, 0.57796, -5.10043)  0.297
C (9.59383, 0.22736, -4.33526)  -0.746
C (10.65208, 1.25490, -4.65343)  -1.200
C (8.25171, -0.25203, -6.32880)  -0.570
C (7.50819, 0.58084, -7.31288)  -1.229
H (7.95755, 2.15620, -3.13636)  0.255
H (6.39103, 1.58544, -2.56129)  0.389
H (6.46487, 2.43168, -4.07049)  0.288
H (7.35037, -0.39974, -3.46791)  0.377
H (6.37187, 0.13038, -4.83235)  0.467
H (9.44080, 0.24189, -3.25615)  0.397
H (10.02227, -0.76235, -4.49346)  0.427
H (10.85801, 1.28102, -5.72348)  0.265
H (10.33513, 2.26733, -4.40314)  0.273
H (11.61610, 1.08424, -4.17421)  0.428
H (7.77883, -1.22423, -6.18986)  0.329
H (9.25233, -0.42040, -6.72693)  0.398
H (6.47738, 0.85454, -7.08792)  0.293
H (7.46854, 0.20165, -8.33403)  0.419
H (8.05726, 1.50718, -7.48179)  0.312

Output
net charge	0
HOMO level	-0.293	hartree
SMILES	CCN(CC)CC.CCN(CC)CC.CCN(CC)CC.CCN(CC)CC.CCN(CC)CC.CCN(CC)CC.CCN(CC)CC
Kohn-Sham gap	8.4	eV
LUMO energy	0.0163	hartree
energy above the lowest of the compared OMol25 structures with the same formula, charge and spin	89.3	kcal per mole
total energy	-2046.2637	a.u.

=====

No. 2
The following is a quantum chemistry calculation of 7 unconnected molecules or ions with the total composition C42H105N7O14, from the OMol25 dataset.

Last column: Mulliken charge in e.
Geometry (Å):
C (0.12678, 1.56121, 0.46766)  0.070
O (-0.75194, 1.17142, 1.54637)  -0.355
C (-2.12554, 1.54580, 1.47196)  -0.807
C (-3.02935, 0.49759, 0.76887)  -0.277
N (-2.76591, -0.76105, 1.45253)  -0.250
C (-3.79858, -1.77120, 1.18796)  -1.058
C (-3.89784, -2.25704, -0.21310)  -0.313
O (-2.81821, -2.92329, -0.77022)  -0.372
C (-3.14631, -3.31774, -2.10232)  -0.535
H (-0.25260, 1.16421, -0.47391)  0.241
H (1.20648, 1.41735, 0.42701)  -0.467
H (0.08290, 2.65026, 0.45605)  0.337
H (-2.17589, 2.51661, 0.97892)  0.397
H (-2.45829, 1.68658, 2.50034)  0.327
H (-2.70321, 0.47251, -0.27089)  -0.037
H (-4.07367, 0.74878, 0.58339)  0.578
H (-1.85988, -1.12840, 1.19904)  0.259
H (-4.84089, -1.55552, 1.42285)  0.489
H (-3.51817, -2.56976, 1.87482)  0.281
H (-4.11583, -1.45438, -0.91760)  0.430
H (-4.88051, -2.72814, -0.19045)  0.334
H (-4.10106, -2.92697, -2.45423)  0.462
H (-3.22607, -4.39558, -2.24372)  0.217
H (-2.35268, -3.01691, -2.78625)  -0.054
C (-4.96656, -5.49030, -6.38261)  -0.892
O (-4.47347, -4.15873, -6.65579)  -0.291
C (-5.55947, -3.20842, -6.32829)  -0.569
C (-5.01103, -1.78903, -6.71765)  -0.640
N (-3.90329, -1.49537, -5.71999)  -0.134
C (-3.00949, -0.39549, -6.11103)  -0.856
C (-2.13292, 0.01958, -4.89560)  0.504
O (-1.29617, 1.09650, -5.28543)  -0.489
C (-0.74917, 1.77272, -4.10420)  -0.621
H (-4.39204, -6.25113, -6.91097)  0.271
H (-5.94348, -5.80396, -6.75050)  0.397
H (-4.95973, -5.71015, -5.31503)  0.292
H (-5.67975, -3.13206, -5.24764)  0.236
H (-6.46378, -3.61002, -6.78552)  0.479
H (-5.76432, -1.07677, -6.38097)  0.408
H (-4.62942, -1.76913, -7.73847)  0.332
H (-3.31150, -2.28042, -5.48851)  0.094
H (-3.69779, 0.41442, -6.35266)  0.416
H (-2.36979, -0.61543, -6.96573)  0.312
H (-1.55930, -0.89866, -4.76955)  -0.460
H (-2.58010, 0.24384, -3.92718)  0.293
H (0.03830, 1.07668, -3.81519)  0.180
H (-1.38992, 2.09547, -3.28360)  0.346
H (-0.33494, 2.75419, -4.33493)  0.363
C (-1.74261, -5.87901, 2.55503)  -0.530
O (-2.92522, -6.47778, 3.07695)  -0.429
C (-4.05220, -5.60929, 3.45134)  -0.212
C (-5.10886, -6.46810, 3.96865)  -0.617
N (-4.48566, -7.35978, 4.92106)  -0.316
C (-5.31639, -8.48983, 5.46869)  -0.748
C (-6.66607, -8.01563, 6.03794)  -0.340
O (-7.23927, -9.24850, 6.48363)  -0.304
C (-8.51194, -9.29542, 7.04007)  -0.754
H (-1.96803, -5.12412, 1.80175)  0.051
H (-1.12445, -6.68521, 2.16004)  0.263
H (-1.16311, -5.52599, 3.40806)  0.319
H (-4.43875, -5.13582, 2.54884)  0.208
H (-3.65692, -4.85842, 4.13549)  0.344
H (-5.58325, -7.15151, 3.26437)  0.320
H (-5.83991, -5.74419, 4.32866)  0.264
H (-3.57255, -7.43690, 4.49635)  0.327
H (-4.83320, -9.04416, 6.27326)  0.368
H (-5.64885, -9.21636, 4.72726)  0.331
H (-7.36379, -7.57207, 5.32763)  0.352
H (-6.61927, -7.46142, 6.97536)  0.295
H (-9.24779, -9.30356, 6.23598)  0.283
H (-8.65483, -8.56724, 7.83846)  0.281
H (-8.82147, -10.21530, 7.53618)  0.272
C (2.30073, 7.45917, 7.66007)  -0.731
O (1.49629, 7.71277, 6.50073)  -0.258
C (0.69704, 8.94678, 6.69296)  -0.603
C (0.47901, 9.58303, 5.35872)  -0.688
N (-0.40281, 8.83274, 4.50660)  -0.458
C (-0.22281, 9.19842, 3.08922)  -0.547
C (-0.74004, 8.07710, 2.27336)  -0.707
O (-0.07078, 6.82928, 2.50594)  -0.304
C (-0.56342, 5.78739, 1.74215)  -0.719
H (3.02026, 8.26096, 7.82591)  0.318
H (2.87974, 6.54172, 7.55450)  0.172
H (1.72935, 7.39414, 8.58602)  0.310
H (1.10788, 9.68783, 7.37865)  0.496
H (-0.23776, 8.70984, 7.20101)  0.331
H (1.37978, 9.81775, 4.79160)  0.382
H (-0.13088, 10.48498, 5.40992)  0.337
H (0.03022, 7.92075, 4.53578)  0.311
H (0.85263, 9.20529, 2.91176)  0.336
H (-0.71418, 10.12816, 2.80247)  0.384
H (-0.90704, 8.35902, 1.23378)  0.512
H (-1.66939, 7.78768, 2.76393)  0.328
H (0.06923, 4.89992, 1.75806)  0.122
H (-0.75491, 6.07036, 0.70709)  0.291
H (-1.46832, 5.39586, 2.20685)  0.371
C (4.97956, 2.87063, 5.86926)  -0.793
O (4.64625, 2.39417, 4.69944)  -0.276
C (3.72538, 1.33551, 4.71855)  -0.939
C (3.25277, 0.96860, 3.28649)  -0.445
N (4.41274, 0.54669, 2.47834)  -0.443
C (4.27165, 1.06226, 1.09013)  0.118
C (5.64250, 1.13924, 0.44005)  -0.592
O (6.25583, -0.10338, 0.11281)  -0.428
C (7.59129, 0.18001, -0.31210)  -0.648
H (4.05231, 3.27159, 6.27858)  0.307
H (5.67829, 3.70549, 5.81558)  0.253
H (5.39510, 2.29480, 6.69621)  0.332
H (2.80868, 1.53926, 5.27194)  0.555
H (4.26081, 0.55697, 5.26197)  0.412
H (2.74108, 1.87039, 2.95027)  0.091
H (2.52629, 0.17572, 3.10855)  0.452
H (5.18130, 0.88433, 3.03995)  0.376
H (3.80368, 2.03009, 0.91012)  0.137
H (3.60649, 0.38945, 0.54885)  0.052
H (6.30123, 1.79905, 1.00468)  0.519
H (5.60775, 1.63987, -0.52755)  0.184
H (8.03877, -0.68738, -0.79737)  0.285
H (8.17346, 0.50544, 0.55003)  0.303
H (7.60564, 0.98463, -1.04728)  0.191
C (9.56095, 6.43010, -1.34177)  -0.772
O (8.23389, 6.57047, -1.83463)  -0.324
C (7.86601, 5.52630, -2.74552)  -0.281
C (6.44373, 5.96042, -3.22927)  -0.702
N (5.40616, 5.80181, -2.20352)  0.132
C (4.97554, 4.40918, -1.86379)  -0.447
C (3.47703, 4.61460, -1.62963)  -0.886
O (2.76191, 3.45834, -1.10934)  -0.152
C (2.65284, 2.28324, -1.98857)  -0.927
H (10.29320, 5.96220, -1.99978)  0.339
H (9.42546, 5.66880, -0.57355)  0.315
H (9.93005, 7.36652, -0.92347)  0.252
H (7.92761, 4.52392, -2.32180)  0.352
H (8.38477, 5.51676, -3.70411)  0.381
H (6.19026, 5.17213, -3.93810)  0.403
H (6.33086, 6.94383, -3.68564)  0.359
H (5.47796, 6.38817, -1.38429)  0.392
H (5.47439, 4.05654, -0.96108)  0.286
H (5.09599, 3.59034, -2.57308)  0.445
H (2.93016, 4.93141, -2.51769)  0.368
H (3.34683, 5.44257, -0.93277)  0.449
H (3.47276, 2.04378, -2.66569)  0.379
H (1.84854, 2.54033, -2.67785)  0.449
H (2.26777, 1.35552, -1.56529)  0.180
C (0.56368, -3.16902, -1.94864)  -0.651
O (0.09307, -2.43549, -3.09576)  0.376
C (1.01306, -2.29698, -4.16286)  -0.555
C (1.57789, -3.59269, -4.84096)  -0.958
N (0.69884, -4.18150, -5.86849)  -0.429
C (-0.53384, -4.69485, -5.22502)  0.091
C (-0.46167, -5.85671, -4.20030)  -0.137
O (-0.49484, -7.04266, -4.89644)  -0.465
C (-1.76676, -7.79112, -4.77103)  -0.587
H (-0.21385, -3.23713, -1.18778)  0.055
H (1.36399, -2.61599, -1.45696)  0.261
H (1.00511, -4.13258, -2.20317)  0.195
H (1.90149, -1.74680, -3.85286)  0.369
H (0.62626, -1.67987, -4.97383)  0.237
H (1.98382, -4.26628, -4.08624)  0.341
H (2.47116, -3.27764, -5.38033)  0.528
H (1.03210, -4.97466, -6.39758)  0.339
H (-1.06851, -5.11183, -6.07846)  0.584
H (-1.03770, -3.77794, -4.91927)  -0.622
H (-1.28206, -5.80513, -3.48448)  0.230
H (0.49741, -5.85950, -3.68236)  0.129
H (-2.61117, -7.20004, -5.12555)  0.149
H (-2.01600, -8.00585, -3.73186)  0.342
H (-1.63528, -8.77881, -5.21295)  0.304

Output
net charge	+1
multiplicity	2
HOMO level (alpha / beta)	-0.333 / -0.333	hartree
Kohn-Sham gap (alpha / beta)	6.4 / 1.3	eV
LUMO energy (alpha / beta)	-0.0997 / -0.2854	hartree
energy above the lowest of the compared OMol25 structures with the same formula, charge and spin	67.5	kcal per mole
total energy	-3098.9680	a.u.